(1)
This record from the Open Molecules 2025 dataset describes a molecular structure, C31H31AsCaN2OPS at a distorted geometry. The level of theory is wB97M-V/def2-TZVPD.

Properties
Electronic energy = -137074.825 eV
Total charge = +1
E_LUMO = -2.52 eV
Orbital gap = 0.29255 hartree
ΔE to the lowest compared entry with this formula, charge and spin = 0.0 kcal/mol
Strongest force on any atom = 0.0261 hartree/bohr

Element x y z (Å)
Ca1 0.65321 0.58755 0.45740
C1 0.86036 -4.00050 3.09637
C2 1.99068 -3.65355 2.36765
C3 1.86228 -3.01013 1.14032
C4 0.59989 -2.70679 0.62883
C5 -0.52987 -3.03749 1.38444
C6 -0.40304 -3.68768 2.60434
P1 0.33911 -1.88592 -1.00956
C7 -0.18929 -3.25758 -2.07531
C8 -1.18191 -3.02010 -3.02224
C9 -1.60498 -4.03852 -3.86840
C10 -1.03935 -5.30039 -3.76534
C11 -0.05089 -5.54641 -2.81781
C12 0.37223 -4.53057 -1.97487
C13 2.04455 -1.38980 -1.43449
C14 2.87744 -2.12313 -2.27973
C15 4.17845 -1.68901 -2.49198
C16 4.63165 -0.53738 -1.85914
C17 3.77680 0.18339 -1.03029
C18 2.44224 -0.19383 -0.78719
H1 0.96169 -4.51735 4.04345
H2 2.97587 -3.89989 2.74599
H3 2.74534 -2.74610 0.56853
H4 -1.51747 -2.79684 1.00464
H5 -1.28732 -3.95335 3.17080
H6 -1.62532 -2.03436 -3.09952
H7 -2.37792 -3.84648 -4.60195
H8 -1.37038 -6.09722 -4.41987
H9 0.38877 -6.53307 -2.73569
H10 1.13521 -4.73185 -1.23117
H11 2.52174 -3.02140 -2.77441
H12 4.83450 -2.24643 -3.14925
H13 5.64914 -0.19849 -2.02559
H14 4.17164 1.09154 -0.57988
S1 -2.79127 6.23137 -1.93485
C19 -1.92835 4.79134 -1.32959
C20 -1.56725 3.76426 -2.19158
C21 -0.89870 2.66859 -1.68085
N1 -0.57493 2.55239 -0.38425
C22 -0.91829 3.55368 0.44048
C23 -1.58661 4.68375 0.01246
C24 -4.45705 5.61314 -1.74200
C25 -5.15282 5.82863 -0.56262
C26 -6.44253 5.32439 -0.46094
N2 -7.04878 4.64806 -1.43781
C27 -6.37043 4.46550 -2.57146
C28 -5.07758 4.92888 -2.77552
H15 -1.80157 3.82039 -3.24603
H16 -0.60211 1.85281 -2.33008
H17 -0.64754 3.43705 1.48427
H18 -1.84085 5.46973 0.71067
H19 -4.70667 6.38114 0.25445
H20 -7.01551 5.47359 0.44808
H21 -6.88553 3.92485 -3.35846
H22 -4.57313 4.76687 -3.71948
C29 1.45843 -0.98636 4.81709
As1 2.05039 0.39132 3.64557
C30 2.46173 1.91707 4.71258
C31 3.66986 -0.13392 2.78554
O1 0.84627 0.77430 2.53404
H23 2.30702 -1.39064 5.36610
H24 0.98758 -1.76883 4.22514
H25 0.73949 -0.55400 5.50738
H26 3.28671 1.67928 5.38186
H27 1.58374 2.19140 5.29013
H28 2.74337 2.73791 4.05922
H29 4.37224 -0.48050 3.54204
H30 4.07824 0.73068 2.26930
H31 3.46736 -0.91898 2.06008

=====

(2)
This record from the Open Molecules 2025 dataset describes a molecular structure, C31H31BiCl3O5PSSbSe4 at a distorted geometry. The level of theory is wB97M-V/def2-TZVPD.

Properties
Multiplicity = 2
Electronic energy = -374342.341 eV
Total charge = -2
E_LUMO (alpha / beta) = 3.87 / 2.24 eV
Orbital gap (alpha / beta) = 0.20275 / 0.14292 hartree
ΔE to the lowest compared entry with this formula, charge and spin = 61.3 kcal/mol
Strongest force on any atom = 0.0652 hartree/bohr

Element x y z (Å)
Bi1 -0.60352 -0.28182 -1.51494
C1 -2.01713 -3.55557 -0.58005
O1 -2.03666 -2.20716 -0.14764
C2 -3.38443 -1.75435 -0.00232
C3 -3.47469 -0.46461 0.82308
O2 -2.96069 0.72705 0.27223
C4 -3.84148 1.60435 -0.41007
C5 -4.43958 1.11585 -1.72937
O3 -3.47085 0.89323 -2.72220
C6 -3.19313 2.04193 -3.50221
H1 -2.42512 -4.20074 0.20798
H2 -0.98183 -3.82857 -0.76791
H3 -2.60630 -3.69984 -1.49077
H4 -3.93348 -2.52564 0.55784
H5 -3.85439 -1.65746 -0.98666
H6 -2.87382 -0.62421 1.72381
H7 -4.52564 -0.30976 1.10495
H8 -3.21295 2.47694 -0.60446
H9 -4.66620 1.89083 0.26233
H10 -5.15663 1.86850 -2.08399
H11 -4.98439 0.17703 -1.59599
H12 -2.54157 1.73388 -4.31809
H13 -2.70574 2.82111 -2.90911
H14 -4.12165 2.43094 -3.93419
Cl1 3.62783 5.61194 -4.27750
C7 2.41277 4.62715 -3.51861
C8 2.34324 3.27424 -3.80997
C9 1.37905 2.51137 -3.18798
Cl2 1.25909 0.82502 -3.54279
C10 0.44268 3.02224 -2.24784
O4 -0.42811 2.29755 -1.66889
C11 0.57834 4.41788 -2.01431
Cl3 -0.50380 5.13907 -0.87018
C12 1.52763 5.20867 -2.62589
H15 3.02826 2.81875 -4.50918
H16 1.57835 6.26448 -2.39939
Se1 -4.51318 -2.54469 -3.71801
Sb1 -2.30890 -2.56400 -4.79181
Se2 -0.31468 -2.19640 -3.06029
Se3 -1.98797 -4.89631 -5.49445
Se4 -2.07293 -1.07425 -6.71508
O5 -0.29951 -0.08371 1.16479
P1 1.08530 -0.56720 1.43166
C13 1.21261 -2.39924 1.65905
C14 0.05513 -2.92763 2.22427
C15 -0.06916 -4.28992 2.43293
C16 0.96759 -5.14162 2.08228
C17 2.12858 -4.61869 1.53330
C18 2.25430 -3.25343 1.32070
C19 2.49608 0.58285 1.12523
C20 2.28793 1.69585 0.31423
C21 3.35854 2.48932 -0.06045
C22 4.64163 2.17019 0.36226
C23 4.84803 1.07118 1.18339
C24 3.78029 0.27862 1.56527
C25 1.21822 -0.22423 3.31175
C26 0.65645 0.99035 3.70415
C27 0.69185 1.40940 5.02316
C28 1.30988 0.61781 5.98107
C29 1.88385 -0.58628 5.60491
C30 1.83256 -1.00596 4.28163
H17 -0.73927 -2.24642 2.50110
H18 -0.98020 -4.68890 2.85988
H19 0.87026 -6.20902 2.23819
H20 2.93874 -5.28132 1.25467
H21 3.16035 -2.86521 0.87747
H22 1.27822 1.93155 0.00033
H23 3.19811 3.35185 -0.69527
H24 5.47650 2.79077 0.06333
H25 5.84776 0.82939 1.52309
H26 3.93297 -0.57554 2.21400
H27 0.17028 1.59211 2.94621
H28 0.23797 2.35112 5.31047
H29 1.35073 0.93884 7.01581
H30 2.37251 -1.20535 6.34928
H31 2.27237 -1.96085 4.01328
S1 2.76340 -1.43860 -1.36043
C31 1.47338 -0.93673 -0.55712

=====

(3)
This record from the Open Molecules 2025 dataset describes a molecular structure, C31H31CdCl2F6N6O2PS2Sb at a distorted geometry. The level of theory is wB97M-V/def2-TZVPD.

Properties
Multiplicity = 2
Electronic energy = -129105.199 eV
Total charge = -2
E_LUMO (alpha / beta) = 3.90 / 1.46 eV
Orbital gap (alpha / beta) = 0.24268 / 0.15295 hartree
ΔE to the lowest compared entry with this formula, charge and spin = 0.0 kcal/mol
Strongest force on any atom = 0.0386 hartree/bohr

Element x y z (Å)
Cd1 0.47903 1.33059 -0.85999
Cl1 6.99343 0.89961 1.67968
C1 5.48576 0.40136 0.93817
C2 4.70400 1.41148 0.42657
C3 3.53168 1.14037 -0.24553
N1 2.56174 2.07950 -0.61766
C4 2.95047 3.34030 -0.80250
O1 4.10471 3.78236 -0.97320
C5 1.81128 4.32710 -0.69739
C6 2.13550 5.65814 -0.93985
C7 1.18373 6.62945 -0.66534
C8 -0.01435 6.20896 -0.07620
C9 -0.24560 4.84831 0.08325
N2 0.63907 3.91384 -0.25586
C10 3.19164 -0.20334 -0.49057
C11 4.02829 -1.19311 0.03457
C12 5.15731 -0.89415 0.75427
Cl2 6.16007 -2.15615 1.41534
N3 1.99771 -0.44596 -1.12702
C13 1.92875 -1.42710 -1.99446
O2 2.76445 -2.34715 -2.26230
C14 0.63605 -1.41908 -2.76676
C15 0.33892 -2.51111 -3.56753
C16 -0.84359 -2.53291 -4.32220
C17 -1.69145 -1.44885 -4.20057
C18 -1.36800 -0.42875 -3.31232
N4 -0.20839 -0.37622 -2.64492
H1 5.00772 2.46823 0.52817
H2 3.13912 5.84035 -1.24400
H3 1.41128 7.67717 -0.83993
H4 -0.84405 6.83322 0.25054
H5 -1.17461 4.53670 0.54758
H6 3.77683 -2.22015 -0.18647
H7 1.10192 -3.30467 -3.54176
H8 -1.07076 -3.39229 -4.94156
H9 -2.60869 -1.37068 -4.81038
H10 -2.02148 0.41467 -3.20397
S1 -1.30326 2.84976 -2.66152
C19 -2.48976 2.80812 -1.38734
S2 -2.18669 1.48108 -0.39223
C20 -3.47514 3.77940 -1.30439
C21 -4.37305 3.72123 -0.20194
N5 -5.13839 3.68820 0.66455
C22 -3.51275 4.86317 -2.22468
N6 -3.72125 5.76254 -2.93546
F1 0.60224 0.98849 1.72820
Sb1 1.39688 1.83727 3.26273
F2 0.33374 0.78230 4.42595
F3 -0.02592 3.09860 3.28078
F4 2.52095 2.85823 2.18938
F5 2.26344 2.63695 4.75992
F6 2.68317 0.41403 3.30776
C23 -2.22247 -3.32168 2.94017
C24 -2.34233 -2.10712 2.00650
C25 -2.20205 -0.80383 2.81689
P1 -1.27625 -1.98354 0.47811
C26 0.33961 -2.94539 0.79368
C27 1.03839 -2.23148 1.97555
C28 0.25212 -4.46843 0.97337
C29 -2.33590 -2.96155 -0.76128
C30 -3.01745 -4.29244 -0.42837
C31 -3.41777 -2.02279 -1.30862
H11 -2.97887 -3.25033 3.72983
H12 -1.22573 -3.33762 3.43542
H13 -2.34828 -4.28935 2.41006
H14 -3.33912 -2.12734 1.53755
H15 -1.17525 -0.64936 3.11957
H16 -2.84490 -0.84045 3.69066
H17 -2.45689 0.10583 2.28216
H18 0.93091 -2.75716 -0.10795
H19 0.55785 -2.45892 2.95442
H20 1.11332 -1.16571 1.79826
H21 2.04507 -2.63623 2.12182
H22 -0.25838 -4.81031 1.85592
H23 1.23876 -4.95590 0.97981
H24 -0.25941 -4.93847 0.13342
H25 -1.67454 -3.14271 -1.62579
H26 -3.71077 -4.20523 0.43518
H27 -2.32417 -5.06914 -0.16740
H28 -3.64952 -4.59997 -1.28962
H29 -4.17379 -1.78594 -0.56355
H30 -3.98688 -2.49833 -2.14606
H31 -2.99899 -1.08850 -1.64930

=====

- What is the electronic energy in the third record?
  -129105.199 eV